P:
Density functional theory data (ωB97M-V/def2-TZVPD) for an isolated ion of composition C6H12N3 and charge +1.

As for the spin multiplicity: 1. As for the HOMO energy (alpha / beta): -13.44 / -13.44 eV. The charge is +1. As for the frontier orbital gap (alpha / beta): 8.8 / 8.8 eV.

Each line ends with the natural charge from an NBO analysis.
Positions of all 21 atoms, in Å:
C: 2.07117 1.57887 -0.54492  0.125
C: 0.07444 0.42947 0.06822  0.563
C: -1.59809 -0.89747 -1.08014  -0.571
C: -2.23641 0.83257 0.71355  -0.624
C: 2.16660 -1.69724 0.61366  -0.419
C: -1.18974 -0.17649 0.23234  -0.399
N: 2.68103 0.49658 -0.35761  -0.097
N: 0.58540 1.53240 -0.27459  -0.552
N: 1.99637 -0.57000 -0.28408  -0.097
H: 2.59979 2.49829 -0.65552  0.242
H: -2.53404 -1.40815 -0.91643  0.245
H: -0.80110 -1.65825 -1.39994  0.240
H: -1.81341 -0.13236 -1.79737  0.223
H: -3.35701 0.35049 0.66756  0.268
H: -2.37229 1.66351 -0.04224  0.216
H: -1.88327 1.34682 1.69446  0.238
H: 3.08105 -2.07804 0.39885  0.243
H: 1.88790 -1.38295 1.61743  0.209
H: 1.42750 -2.38425 0.39810  0.222
H: -1.05811 -0.87681 1.06149  0.260
H: 0.27221 2.53299 -0.11281  0.464



Q:
Density functional theory data (ωB97M-V/def2-TZVPD) for an isolated ion of composition C6H12N3 and charge +1.

As for the spin multiplicity: 1. The structure (SMILES) is C=C=[N+](N)CC(=C)NC. As for the HOMO energy: -12.57 eV. The charge is +1. As for the frontier orbital gap: 8.6 eV.

Each line ends with the natural charge from an NBO analysis.
Positions of all 21 atoms, in Å:
C: 0.98146 -2.08088 -0.56338  -0.373
C: 1.37326 -0.88030 -0.36007  0.447
N: 1.54967 0.28127 0.07527  -0.112
N: 2.55545 0.62817 0.97899  -0.607
C: 0.75670 1.37614 -0.38788  -0.261
C: -0.61991 0.77622 -0.53181  0.138
C: -1.18951 0.50360 -1.63429  -0.440
N: -0.97171 0.36487 0.73070  -0.649
C: -2.08544 -0.52109 0.92275  -0.412
H: 1.27068 -2.77865 -1.26195  0.269
H: 0.18632 -2.43960 -0.06139  0.259
H: 3.00597 -0.07199 1.60232  0.417
H: 2.22692 1.39592 1.57333  0.389
H: 1.10101 1.82722 -1.36625  0.260
H: 0.68444 2.10965 0.32617  0.223
H: -0.81625 0.76657 -2.63155  0.234
H: -2.10133 -0.10555 -1.56130  0.218
H: -0.92519 1.19008 1.33155  0.377
H: -2.95963 0.04229 0.90751  0.206
H: -2.07770 -1.23346 0.03858  0.198
H: -1.94521 -1.15049 1.87273  0.221



It is Q that is most stable; the runner-up trails by 0.302 eV.



P:
Density functional theory data (ωB97M-V/def2-TZVPD) for a 3-piece molecular cluster, C5H14O3 overall.

As for the spin multiplicity: 1. The structure (SMILES) is CC/C=C/CO.O.O. As for the HOMO energy: -9.26 eV. As for the frontier orbital gap: 9.7 eV.

Each line ends with the natural charge from an NBO analysis.
Positions of all 22 atoms, in Å:
C: 3.00239 0.98386 1.39787  -0.607
C: 1.82200 1.18377 0.42802  -0.451
C: 0.44696 0.65994 0.82373  -0.124
C: -0.01235 1.01300 2.03346  -0.265
C: -1.17109 0.28136 2.66716  -0.113
O: -0.70379 -1.03165 3.07544  -0.703
H: 3.88639 1.08423 0.76207  0.209
H: 3.07036 0.00558 1.87277  0.212
H: 3.07169 1.73386 2.18740  0.205
H: 2.16757 0.82446 -0.54485  0.202
H: 1.57081 2.23775 0.27614  0.217
H: -0.06944 0.07518 0.07570  0.206
H: 0.47724 1.83418 2.53349  0.199
H: -2.00615 0.04434 1.99674  0.188
H: -1.64933 0.84616 3.47794  0.167
H: 0.03874 -0.80479 3.62871  0.455
O: -4.06428 -2.50012 -3.14410  -0.940
H: -3.80404 -2.77439 -4.01201  0.469
H: -4.56277 -1.68098 -3.23247  0.471
O: 1.10293 -0.00983 -5.36789  -0.932
H: 1.31740 -0.87917 -5.03831  0.466
H: 1.10069 0.53240 -4.56188  0.466



Q:
Density functional theory data (ωB97M-V/def2-TZVPD) for a 3-piece molecular cluster, C5H14O3 overall.

As for the spin multiplicity: 1. The structure (SMILES) is CCCCC=O.O.O. As for the HOMO energy: -9.95 eV. As for the frontier orbital gap: 10.3 eV.

Each line ends with the natural charge from an NBO analysis.
Positions of all 22 atoms, in Å:
C: 0.47275 -0.31431 1.76733  -0.632
C: 0.40539 1.19086 1.74808  -0.409
C: 0.44245 1.98790 0.44942  -0.399
C: -0.51077 1.40068 -0.57569  -0.541
C: -0.92713 2.14498 -1.80553  0.427
O: -1.70500 1.59354 -2.55336  -0.525
H: -0.51141 -0.68485 2.06656  0.234
H: 1.33985 -0.75803 2.25911  0.222
H: 0.75381 -0.68223 0.75229  0.188
H: -0.55728 1.56557 2.22954  0.192
H: 1.01866 1.67265 2.50939  0.214
H: 0.24535 3.06048 0.64492  0.211
H: 1.55193 1.97070 0.20663  0.197
H: 0.02490 0.54207 -1.04773  0.236
H: -1.29264 0.79575 -0.07645  0.254
H: -0.64315 3.18384 -2.05897  0.128
O: 0.80452 -3.05187 -1.76836  -0.955
H: 1.01339 -2.63177 -0.93494  0.475
H: 0.98348 -2.46765 -2.49982  0.482
O: -1.26441 -3.51020 -0.24473  -0.960
H: -1.21218 -3.16229 -1.13847  0.493
H: -0.43252 -3.84584 0.07079  0.466



It is Q that is most stable; the runner-up trails by 0.065 eV.



P:
Density functional theory data (ωB97M-V/def2-TZVPD) for C18H11Co2NO6 as an isolated structure.

As for the spin multiplicity: 1. As for the HOMO energy: -0.34 eV. The charge is -2. As for the frontier orbital gap: 4.7 eV.

Each line ends with the natural charge from an NBO analysis.
Positions of all 38 atoms, in Å:
C: 1.80580 1.84415 -1.91121  -0.586
C: 2.67878 0.75638 -1.42037  -0.434
C: 3.06690 0.83095 -0.06848  0.309
N: 3.37298 0.92987 1.06445  -0.524
C: 3.18444 -0.30330 -2.21476  0.117
C: 2.82956 -0.46478 -3.58996  -0.323
C: 3.34818 -1.51545 -4.34064  -0.207
C: 4.23486 -2.44085 -3.76852  -0.365
C: 4.60144 -2.30126 -2.41934  -0.210
C: 4.09197 -1.25859 -1.65005  -0.293
H: 1.59077 1.73737 -2.96878  0.192
H: 0.86450 1.85453 -1.34804  0.202
H: 2.30005 2.81037 -1.73988  0.183
H: 2.14145 0.24611 -4.04883  0.186
H: 3.05860 -1.61759 -5.38764  0.181
H: 4.63663 -3.26468 -4.36815  0.178
H: 5.29165 -3.01263 -1.96354  0.184
H: 4.39216 -1.16046 -0.60067  0.212
O: -3.18416 4.34566 1.99342  -0.570
C: -3.22974 3.28733 2.46058  0.457
Co: -3.22187 1.65653 3.08546  -0.010
C: -1.80897 1.40281 4.07766  0.467
O: -0.87267 1.21118 4.74596  -0.539
C: -4.54528 1.39468 4.20774  0.479
O: -5.39832 1.17804 4.96749  -0.585
C: -3.74271 0.43486 1.65531  -0.504
C: -2.49978 0.44186 0.94437  -0.169
C: -1.70221 1.25284 0.20866  -0.492
Co: -2.86748 -1.14280 1.78657  -0.094
C: -1.31990 -1.83554 2.45266  0.524
O: -0.31626 -2.21940 2.88138  -0.522
C: -3.18128 -2.06083 0.29473  0.536
O: -3.36218 -2.48302 -0.76227  -0.544
C: -4.01292 -1.92814 2.97443  0.550
O: -4.74353 -2.35169 3.76088  -0.552
H: -4.73778 0.49758 1.16517  0.176
H: -0.61714 1.17069 0.23239  0.209
H: -2.12653 2.07725 -0.38818  0.180



Q:
Density functional theory data (ωB97M-V/def2-TZVPD) for C18H11Co2NO6 as an isolated structure.

As for the spin multiplicity: 1. As for the HOMO energy: 1.64 eV. The charge is -2. As for the frontier orbital gap: 3.0 eV.

Each line ends with the natural charge from an NBO analysis.
Positions of all 38 atoms, in Å:
C: -0.02225 -1.30429 2.78010  -0.590
C: -0.43566 -0.35954 1.59992  -0.222
C: 0.58637 0.70600 1.46530  0.350
N: 1.41595 1.53296 1.41844  -0.368
C: -1.82394 0.27398 1.84571  0.029
C: -2.90248 -0.57601 2.13639  -0.173
C: -4.16915 -0.04278 2.36648  -0.242
C: -4.37621 1.33958 2.28839  -0.251
C: -3.31806 2.19203 1.95722  -0.208
C: -2.04240 1.64909 1.70624  -0.210
H: -0.60093 -1.03555 3.67588  0.201
H: -0.21991 -2.35335 2.51694  0.210
H: 1.05067 -1.21122 3.00348  0.230
H: -2.73585 -1.65594 2.16981  0.206
H: -5.00646 -0.70160 2.58947  0.195
H: -5.35857 1.77029 2.48319  0.194
H: -3.45564 3.27496 1.86848  0.204
H: -1.22117 2.31179 1.41495  0.248
O: 4.87722 -2.35780 -0.92057  -0.606
C: 4.16102 -1.56431 -1.35817  0.545
Co: 3.14428 -0.42435 -2.23543  -0.130
C: 3.63124 1.13485 -1.51829  0.533
O: 4.08431 2.13209 -1.15709  -0.580
C: 4.28793 -0.74995 -3.51583  0.513
O: 5.02121 -0.97573 -4.37901  -0.599
C: 1.62397 -1.30317 -1.28390  -0.527
C: 0.57370 -0.76668 -0.64295  -0.198
C: -0.51091 -1.07490 0.26976  -0.485
Co: 0.82194 0.07428 -2.23092  -0.136
C: 0.56843 1.78324 -1.83332  0.458
O: 0.35585 2.90411 -1.63505  -0.635
C: -0.52278 -0.17123 -3.33401  0.463
O: -1.40615 -0.35634 -4.06353  -0.644
C: 2.04485 0.39307 -3.63269  0.378
O: 2.13148 0.86451 -4.70404  -0.663
H: 1.78517 -2.39758 -1.30569  0.149
H: -1.45304 -0.79562 -0.24803  0.213
H: -0.58402 -2.15888 0.44238  0.151



It is P that is most stable; the runner-up trails by 1.037 eV.



P:
Density functional theory data (ωB97M-V/def2-TZVPD) for a 2-piece molecular cluster, C6H10O3 overall.

As for the spin multiplicity: 1. As for the HOMO energy (alpha / beta): -6.43 / -7.01 eV. As for the frontier orbital gap (alpha / beta): 7.0 / 7.7 eV.

Each line ends with the natural charge from an NBO analysis.
Positions of all 19 atoms, in Å:
C: -1.88335 1.23614 0.16293  -0.401
C: -1.96973 0.04857 0.76546  -0.414
C: 2.06820 0.83146 0.66380  -0.091
C: 1.88548 0.60699 -0.85764  -0.085
C: 0.67596 -0.88029 0.34188  0.850
C: -0.09479 -2.86021 -0.61672  -0.389
O: 1.51562 -0.28977 1.33000  -0.482
O: 0.62209 -0.16577 -0.79885  -0.487
O: 0.43947 -2.11517 0.36631  -0.358
H: -1.83850 2.21876 0.61969  0.184
H: -2.05730 1.48939 -0.82135  0.191
H: -1.96206 -0.18528 1.87271  0.209
H: 3.04797 0.85717 0.95490  0.189
H: 1.53592 1.64385 1.09473  0.184
H: 1.73517 1.49302 -1.28224  0.195
H: 2.78786 0.16736 -1.22086  0.189
H: -2.21990 -0.90554 0.15868  0.215
H: 0.13209 -3.82574 -0.24020  0.156
H: 0.33232 -2.52978 -1.53713  0.145



Q:
Density functional theory data (ωB97M-V/def2-TZVPD) for one molecule with the formula C6H10O3.

As for the spin multiplicity: 1. The structure (SMILES) is C[C@@H](C=O)O[C@@H](C)C=O. As for the HOMO energy: -9.32 eV. As for the frontier orbital gap: 10.1 eV.

Each line ends with the natural charge from an NBO analysis.
Positions of all 19 atoms, in Å:
C: -0.46481 1.49899 -0.91647  -0.649
C: -0.96384 0.90624 0.39858  -0.016
C: -2.07112 -0.11764 0.18674  0.420
O: -2.81216 -0.13786 -0.75643  -0.515
O: 0.03613 0.42448 1.28434  -0.522
C: 0.98598 -0.50544 0.78929  -0.012
C: 0.43320 -1.75175 0.11790  -0.665
C: 2.18178 0.17512 -0.19799  0.431
O: 2.77888 -0.46022 -1.00179  -0.496
H: 0.16966 2.36356 -0.73307  0.219
H: 0.09227 0.76428 -1.49577  0.215
H: -1.32546 1.80821 -1.50612  0.247
H: -1.44456 1.70405 0.98473  0.219
H: -2.17503 -0.82646 1.03076  0.118
H: 1.54709 -0.78930 1.69027  0.203
H: 1.26785 -2.33416 -0.26886  0.242
H: -0.12748 -2.36829 0.82001  0.216
H: -0.21104 -1.50117 -0.72429  0.212
H: 2.10266 1.14737 0.29818  0.132



It is Q that is most stable; the runner-up trails by 4.712 eV.



P:
Density functional theory data (ωB97M-V/def2-TZVPD) for a 2-piece molecular cluster, C6H10N4O2 overall.

As for the spin multiplicity: 1. As for the HOMO energy (alpha / beta): -7.38 / -7.42 eV. As for the frontier orbital gap (alpha / beta): 6.6 / 6.7 eV.

Each line ends with the natural charge from an NBO analysis.
Positions of all 22 atoms, in Å:
C: 0.84167 2.40970 1.67671  0.079
C: 1.59447 4.03063 0.26886  0.147
C: 0.54404 1.53031 0.61107  0.306
C: -0.56329 -3.68577 -0.12190  -0.256
C: -0.41689 -0.35383 -1.43055  -0.159
C: -1.16482 -1.48525 -1.02575  -0.193
N: 1.27686 3.63837 1.54407  -0.446
N: 1.36543 3.30885 -0.76531  -0.104
N: -0.40348 -0.28482 1.50056  -0.542
N: 0.13658 0.30835 0.51955  -0.115
O: 0.61791 2.19746 -0.65298  -0.340
O: -0.14000 -2.47796 -0.79226  -0.557
H: 0.69458 2.13047 2.65296  0.207
H: 1.86189 5.05325 0.01988  0.205
H: 0.32495 -4.39102 -0.11478  0.211
H: -1.39551 -4.11761 -0.76882  0.164
H: -0.99619 -3.48521 0.83723  0.173
H: 0.64601 -0.28100 -1.66592  0.245
H: -0.92053 0.48843 -1.82366  0.211
H: -1.93193 -2.03252 -1.64808  0.222
H: -1.63722 -1.15777 -0.11002  0.224
H: -0.33454 -1.34306 1.28914  0.318



Q:
Density functional theory data (ωB97M-V/def2-TZVPD) for one molecule with the formula C6H10N4O2.

As for the spin multiplicity: 1. The structure (SMILES) is COC(=O)N1N=C(C)N=N[C@@H]1C. As for the HOMO energy: -9.21 eV. As for the frontier orbital gap: 8.5 eV.

Each line ends with the natural charge from an NBO analysis.
Positions of all 22 atoms, in Å:
C: -1.25462 0.24180 -3.48259  -0.256
O: -0.73300 -0.20268 -2.22607  -0.481
C: -0.05621 0.68014 -1.52599  0.897
O: 0.08990 1.85100 -1.84543  -0.618
N: 0.42340 0.12336 -0.33519  -0.281
N: -0.23982 -0.86728 0.24769  -0.183
C: 0.42796 -1.31319 1.31530  0.262
C: -0.14560 -2.47370 2.08632  -0.651
N: 1.66555 -0.86716 1.66222  -0.184
N: 2.16324 0.16643 1.11126  -0.091
C: 1.15433 0.97221 0.52861  0.024
C: 0.17137 1.69920 1.50723  -0.649
H: -1.84127 -0.61435 -3.85540  0.200
H: -1.96867 1.04385 -3.25823  0.197
H: -0.49199 0.54009 -4.19900  0.200
H: -1.27748 -2.47632 1.95096  0.237
H: 0.05668 -2.36199 3.15798  0.228
H: 0.35291 -3.41600 1.90996  0.238
H: 1.70930 1.71782 -0.06214  0.239
H: -0.37251 0.96059 2.11535  0.213
H: -0.61752 2.26877 1.00723  0.235
H: 0.78406 2.32742 2.18994  0.226



It is Q that is most stable; the runner-up trails by 5.581 eV.